1.
Molecular formula: C47H53Cl6GaN5O3S2
Method: DFT, ωB97M-V/def2-TZVPD

```
117
Properties=species:S:1:pos:R:3:forces:R:3:lowdin_charge:R:1
Ga -1.9113 9.7522 21.4843 -0.28 0.14 -0.94 0.29
C -8.6784 9.2358 24.4703 0.36 -0.77 -0.79 -0.03
C -8.2749 10.2429 23.3772 -0.19 0.53 -0.09 -0.54
C -9.3705 10.3352 22.2852 0.81 -1.53 -0.82 -0.03
C -8.1464 11.6056 24.0527 -0.32 0.44 -0.08 -0.08
C -6.9412 9.8459 22.7193 -0.49 -0.55 0.41 -0.13
C -5.8387 10.6036 22.8381 1.08 0.41 -0.18 0.05
C -4.6211 10.2092 22.2078 -0.98 -1.01 -0.02 -0.11
N -3.4246 10.7647 22.2953 0.19 -0.48 -0.48 0.13
C -3.0176 11.9185 22.7485 0.62 1.73 0.67 -0.13
C -3.8269 13.0058 23.1389 0.24 0.00 0.03 0.05
C -3.2506 14.1126 23.6707 -1.36 0.43 0.13 -0.12
C -1.8565 14.1659 23.8483 0.39 0.49 -0.03 0.06
C -0.9960 13.2056 23.4507 0.65 -0.52 -0.27 -0.08
C -1.5467 12.0840 22.7856 -1.53 0.11 0.54 -0.22
O -0.8273 11.2021 22.2550 0.56 -1.16 -0.84 0.01
C 0.5194 13.3130 23.5641 -0.55 1.34 -0.72 -0.53
C 1.1532 12.0729 24.1750 -1.16 -0.75 -0.02 -0.02
C 1.0562 13.5758 22.1411 0.08 -0.42 -0.49 -0.03
C 0.8614 14.5599 24.3810 -0.09 -0.25 0.46 -0.06
C -4.1513 15.2865 24.0746 -0.65 -0.24 -0.46 -0.56
C -4.6565 16.0213 22.8385 0.24 0.15 -0.16 -0.04
C -5.3693 14.8049 24.8877 -0.51 0.11 -1.12 -0.03
C -3.4124 16.2887 24.8927 1.09 -0.11 0.41 -0.07
C -4.5814 8.9476 21.4573 1.97 0.21 0.01 -0.19
O -3.4492 8.6597 20.8970 -1.47 -0.20 -0.09 -0.03
C -5.7136 8.0844 21.4437 0.62 0.14 -0.39 -0.08
C -6.8066 8.5779 22.0522 -1.99 0.06 0.18 0.06
C -5.6691 6.7570 20.7363 -0.24 -0.60 -1.10 -0.52
C -4.5754 5.8244 21.2482 0.32 0.22 1.09 -0.04
C -6.9962 5.9952 20.9234 0.59 0.04 0.31 -0.05
C -5.3993 6.9452 19.2117 -1.14 0.25 0.66 -0.02
H -9.5804 9.5021 25.0452 0.35 0.04 -0.45 0.10
H -7.8378 9.0864 25.1490 -0.09 0.08 0.18 0.09
H -8.8235 8.2762 23.9507 -0.29 0.05 0.49 0.08
H -10.3210 10.5712 22.7016 -0.80 0.06 0.53 0.07
H -9.4685 9.3674 21.7027 0.03 0.94 0.77 0.10
H -9.1675 11.0923 21.5396 0.33 0.33 -0.11 0.08
H -9.1275 11.9192 24.4268 0.16 -0.20 0.15 0.10
H -7.8658 12.3942 23.3474 0.20 -0.09 0.01 0.08
H -7.4381 11.5828 24.8897 -0.16 0.07 -0.13 0.09
H -5.8148 11.4639 23.4654 -0.17 0.34 0.17 0.08
H -4.8843 12.9910 22.9638 -0.19 -0.05 -0.01 0.10
H -1.4308 15.0684 24.2368 0.00 0.18 0.33 0.09
H 1.1118 11.2128 23.4608 0.13 0.69 0.84 0.09
H 0.5915 11.8286 25.1038 0.45 -0.13 -0.52 0.11
H 2.1632 12.2959 24.4491 0.71 -0.01 0.10 0.08
H 0.8667 12.6915 21.5087 0.08 0.43 0.12 0.07
H 2.1344 13.7274 22.1695 0.14 -0.02 0.07 0.09
H 0.6247 14.4729 21.6607 -0.02 -0.40 0.34 0.10
H 0.4148 14.5476 25.3879 0.09 0.05 -0.32 0.11
H 0.6314 15.4954 23.8730 -0.32 -0.03 -0.02 0.09
H 1.9225 14.5709 24.4980 0.87 0.04 0.26 0.08
H -5.2027 15.3883 22.1653 -0.21 -0.51 -0.41 0.08
H -3.8034 16.4438 22.3122 -0.02 0.13 -0.24 0.09
H -5.3366 16.8266 23.1058 0.04 0.17 0.19 0.09
H -6.1131 14.2952 24.2350 0.43 0.24 0.44 0.08
H -5.8781 15.6510 25.3558 0.06 -0.03 -0.11 0.09
H -5.0612 14.1324 25.6505 0.19 -0.66 0.79 0.08
H -2.6183 16.7880 24.3256 -0.03 -0.11 0.13 0.10
H -2.9771 15.7718 25.7540 0.03 0.45 0.18 0.11
H -4.0975 17.0488 25.1987 -0.36 0.54 0.47 0.09
H -7.7299 7.9867 22.0328 0.49 0.13 0.02 0.11
H -4.8200 5.5591 22.2888 0.21 -0.21 -0.28 0.10
H -3.5738 6.2578 21.2593 -0.14 0.16 -0.10 0.08
H -4.5281 4.9310 20.6303 -0.16 -0.14 0.07 0.09
H -7.2273 5.9270 21.9888 0.04 -0.26 0.00 0.09
H -6.8832 4.9864 20.5226 -0.13 0.10 0.00 0.10
H -7.8364 6.4817 20.4585 -0.33 0.19 -0.43 0.08
H -4.4580 7.4239 19.0457 0.54 0.46 -0.13 0.06
H -6.2216 7.4975 18.7198 0.41 -0.18 0.16 0.10
H -5.3310 5.9576 18.7906 -0.12 -0.41 -0.39 0.08
Cl 1.0955 5.2000 19.8107 0.07 0.07 0.40 0.65
C 1.8781 6.7707 20.0917 -0.64 -0.11 -0.38 -1.63
Cl 2.9065 7.1151 18.7219 0.51 0.27 -0.40 0.67
Cl 2.7715 6.8915 21.5826 0.10 -0.27 0.35 0.69
C 0.8199 7.7906 20.1338 -0.15 0.38 0.17 -0.32
N 0.0451 8.6292 20.2377 0.10 -0.19 -0.10 0.24
S -1.6387 7.1194 25.0560 0.06 -0.33 0.27 0.65
C -1.4912 7.8301 23.6564 -0.16 0.79 -0.68 -0.90
N -1.4128 8.4134 22.6226 0.60 -1.06 1.12 0.07
Cl 5.5232 9.1750 17.2808 0.36 -0.12 -0.02 0.71
C 4.0142 9.8729 16.8568 -0.29 0.09 0.50 -0.71
C 3.4126 10.7680 17.7153 -0.77 0.28 -0.22 -0.09
C 2.1233 11.2435 17.3927 1.15 -0.15 0.78 -0.02
C 1.4666 10.8667 16.2398 -0.09 0.26 0.19 -0.20
C 0.0725 11.3459 15.8913 -0.18 0.10 -0.15 -0.29
C -0.5658 12.4079 16.8147 -0.62 0.16 -0.27 -0.02
N -1.3996 11.8239 17.9025 1.57 0.63 -0.86 -0.03
C -2.7212 11.5445 17.7367 0.23 -0.25 1.26 -0.02
C -3.0760 10.8577 18.8610 -0.63 0.33 -0.30 -0.06
N -1.9924 10.7118 19.6869 0.49 0.08 -0.27 0.05
C -0.9842 11.3061 19.0603 -0.25 -0.21 0.06 -0.11
O -0.8466 10.2894 15.7412 -0.06 -0.68 0.21 -0.14
C -0.7715 9.1946 16.6746 -1.15 -0.82 -0.39 -0.13
C -0.7687 7.8613 15.9215 -0.99 1.40 -0.22 -0.31
C -1.6732 7.5604 14.9358 0.93 -0.86 -0.08 -0.98
Cl -2.9892 8.4475 14.3286 -0.22 0.29 0.11 0.69
S -1.2609 6.0694 14.1588 0.09 0.12 0.15 1.01
C 0.1123 5.8423 15.1743 -0.77 -0.35 -0.19 -0.38
C 0.2021 6.8532 16.0683 0.20 0.09 -0.15 -0.18
C 2.1485 9.9936 15.3830 -0.76 0.58 -0.11 -0.58
Cl 1.4474 9.6331 13.8521 0.04 -0.29 -0.23 0.81
C 3.3729 9.4783 15.7007 0.32 -0.21 -0.15 -0.12
H 3.9121 11.0829 18.6230 -0.06 -0.02 -0.06 0.11
H 1.6999 11.9254 18.1219 -0.18 0.03 -0.24 0.10
H 0.1140 11.8070 14.8897 0.09 -0.10 0.30 0.15
H -1.2808 12.9819 16.2059 0.21 -0.29 0.18 0.14
H 0.1608 13.1415 17.1489 0.01 -0.08 0.52 0.13
H -3.2464 11.9193 16.8985 -0.49 -0.01 -0.52 0.13
H -4.0586 10.5423 19.1297 -0.25 -0.34 0.17 0.12
H 0.0300 11.3224 19.3952 0.26 0.05 0.17 0.13
H -1.6662 9.2327 17.3454 0.64 0.04 -0.44 0.13
H 0.1246 9.2306 17.2688 0.36 0.15 0.36 0.10
H 0.6715 4.9166 15.1234 0.03 0.25 -0.04 0.08
H 0.9496 6.9217 16.8146 0.70 -0.05 0.54 0.05
H 3.8300 8.7761 15.0397 0.30 -0.29 -0.35 0.11
```
Forces are in eV/Å.

- Calculated total energy: -7804.4446 a.u.
- HOMO energy (alpha / beta): -10.36 / -10.39 eV
- Net charge: +1

=====

2.
Molecular formula: C20H22N6O2Tl
Method: DFT, ωB97M-V/def2-TZVPD

```
51
Properties=species:S:1:pos:R:3:forces:R:3:nbo_charge:R:1
Tl 1.1859 1.0016 0.3075 0.21 0.04 0.03 0.72
O 0.9574 -1.1218 1.5895 -0.08 0.15 -0.08 -0.82
C 1.6110 -2.1902 1.3113 -0.03 -0.11 0.00 0.40
C 2.1547 -2.9829 2.3651 0.09 -0.03 0.05 -0.27
C 2.8749 -4.1325 2.1380 -0.05 0.05 -0.03 -0.21
C 3.0801 -4.6016 0.8382 0.08 -0.11 -0.03 -0.33
C 2.5427 -3.8800 -0.2076 -0.06 0.07 0.03 -0.15
C 1.8266 -2.6908 -0.0194 0.11 -0.05 0.20 -0.25
C 1.2912 -2.0663 -1.2137 -0.14 0.16 -0.07 0.12
N 0.8041 -0.8866 -1.2896 -0.08 -0.01 0.04 -0.36
N 0.3070 -0.5366 -2.5329 0.09 -0.01 -0.24 -0.48
C -0.3300 0.6121 -2.5149 -0.11 -0.02 0.27 0.54
O -0.5512 1.3818 -1.5243 0.02 -0.07 -0.03 -0.81
C -0.8845 1.0323 -3.8462 0.04 0.07 -0.05 0.00
C -1.9766 1.8938 -3.8871 0.08 -0.02 0.04 -0.22
C -2.4824 2.3334 -5.1005 -0.02 0.01 -0.03 -0.23
C -1.8891 1.9269 -6.2879 -0.05 0.03 -0.03 -0.23
C -0.7983 1.0681 -6.2543 -0.03 0.01 -0.03 -0.23
C -0.3009 0.6181 -5.0403 -0.07 -0.03 -0.03 -0.21
H 1.9939 -2.6272 3.3765 -0.02 0.04 -0.02 0.19
H 3.2866 -4.6809 2.9791 -0.02 0.00 0.01 0.19
H 3.6414 -5.5105 0.6598 -0.02 0.01 -0.02 0.19
H 2.6698 -4.2321 -1.2272 0.01 -0.02 0.00 0.19
H 1.2966 -2.6693 -2.1267 -0.02 0.00 -0.02 0.16
H -2.4079 2.2130 -2.9473 0.01 0.03 -0.01 0.23
H -3.3351 3.0021 -5.1236 0.00 -0.01 0.01 0.20
H -2.2753 2.2822 -7.2363 0.01 -0.02 0.00 0.20
H -0.3372 0.7548 -7.1838 0.03 -0.02 0.03 0.20
H 0.5402 -0.0599 -4.9941 0.01 0.01 0.01 0.23
C -0.9942 0.8883 2.9806 -0.06 -0.04 0.06 -0.09
N -1.1561 1.3588 1.6008 0.02 -0.11 -0.01 -0.50
C -2.2806 0.6379 0.9909 -0.03 -0.06 -0.04 -0.09
N -3.5242 0.8657 1.7393 -0.04 -0.06 0.01 -0.47
C -3.3153 0.4218 3.1196 0.01 0.02 0.00 -0.08
N -2.2084 1.1269 3.7724 0.03 0.01 0.06 -0.47
C -2.4976 2.5608 3.7390 -0.01 -0.02 -0.03 -0.08
N -2.6939 3.0657 2.3765 -0.01 0.06 0.01 -0.47
C -1.4738 2.7862 1.6093 -0.08 0.02 -0.03 -0.08
C -3.7895 2.3030 1.7658 0.01 0.01 0.02 -0.08
H -0.1561 1.4162 3.4425 0.00 0.02 -0.02 0.19
H -0.7577 -0.1761 2.9588 0.03 0.03 -0.02 0.24
H -2.0485 -0.4285 0.9855 0.03 0.01 0.01 0.22
H -2.3910 0.9744 -0.0401 0.02 0.01 0.02 0.23
H -3.0969 -0.6478 3.1209 -0.01 0.01 -0.01 0.20
H -4.2317 0.5985 3.6901 0.01 -0.01 0.00 0.18
H -1.6632 3.0983 4.1960 -0.01 0.00 0.00 0.19
H -3.4021 2.7567 4.3217 0.00 -0.01 -0.02 0.19
H -0.6396 3.3399 2.0474 0.01 -0.03 0.01 0.20
H -1.6131 3.1153 0.5773 0.04 -0.01 0.00 0.22
H -3.9394 2.6607 0.7448 0.01 -0.03 0.00 0.20
H -4.7025 2.4812 2.3409 0.00 0.02 -0.01 0.18
```
Forces are in eV/Å.

- Calculated total energy: -1426.8992 a.u.
- HOMO energy: -3.77 eV
- Net charge: -1

=====

3.
Molecular formula: C9H20CdO5
Method: DFT, ωB97M-V/def2-TZVPD

```
35
Properties=species:S:1:pos:R:3:forces:R:3:nbo_charge:R:1
O -0.8686 1.9559 -0.2297 0.05 -0.18 0.41 -0.53
C -1.0762 3.0342 0.6555 -0.30 0.61 -0.11 -0.07
C 0.1235 3.3253 1.5324 0.15 -0.27 0.24 -0.08
O 1.2533 3.5265 0.7236 -0.24 0.09 -0.23 -0.54
C 2.4667 3.3753 1.4127 0.33 -0.09 0.29 -0.25
H -1.9561 2.8539 1.2960 0.23 0.12 -0.14 0.17
H -1.2894 3.9128 0.0312 0.05 -0.07 0.18 0.19
H 0.3030 2.4915 2.2373 -0.06 0.09 -0.21 0.16
H -0.0914 4.2254 2.1381 0.01 -0.16 -0.08 0.17
H 3.2794 3.5949 0.7101 -0.24 -0.08 0.19 0.20
H 2.5318 4.0696 2.2678 0.02 -0.09 -0.17 0.16
H 2.5844 2.3442 1.7917 -0.01 0.25 -0.14 0.18
O 0.3984 -0.2416 -0.7570 -1.40 1.07 -2.19 -0.64
C -0.8858 -0.4547 -0.2305 0.24 -1.28 -1.46 0.36
C -1.6598 0.8272 0.0192 -0.83 0.09 -0.27 -0.11
O -1.5975 -1.2570 -1.2201 -0.12 0.60 1.29 -0.55
C -1.4703 -2.6617 -1.1111 -0.07 -0.08 0.28 -0.09
C -0.0612 -3.2045 -1.2737 0.04 -0.29 -0.26 -0.10
O 0.7792 -2.9845 -0.1470 -1.28 -1.12 -0.12 -0.63
C 0.6386 -3.9370 0.8943 -0.04 -0.27 0.17 -0.26
Cd 2.1938 -1.2774 0.0205 2.96 0.68 0.91 0.06
H -0.7410 -0.9942 0.7185 -0.01 -0.14 -0.37 0.18
H -2.0374 0.7924 1.0547 0.16 0.16 -0.22 0.18
H -2.5401 0.8313 -0.6465 0.15 -0.03 0.15 0.19
H -2.0929 -3.0790 -1.9127 0.10 0.12 0.17 0.20
H -1.8905 -2.9961 -0.1486 0.05 -0.02 -0.16 0.17
H 0.4296 -2.7267 -2.1310 -0.07 -0.07 0.18 0.21
H -0.1149 -4.2856 -1.4743 -0.01 0.17 -0.01 0.19
H 1.1911 -3.5518 1.7606 -0.11 -0.11 -0.26 0.22
H -0.4175 -4.0721 1.1704 0.24 0.00 -0.03 0.17
H 1.0674 -4.9022 0.5838 -0.14 0.20 0.11 0.18
C 0.3701 0.2330 -2.1890 0.38 1.16 1.28 -0.27
H 1.0536 1.0922 -2.2165 -0.08 -0.30 0.16 0.21
H 0.7490 -0.4985 -2.9123 -0.46 -0.22 0.51 0.19
H -0.6221 0.6391 -2.4184 0.32 -0.54 -0.08 0.21
```
Forces are in eV/Å.

- Calculated total energy: -898.6924 a.u.
- HOMO energy: -5.67 eV
- Energy above the lowest of the compared OMol25 structures with the same formula, charge and spin: 0.00 kJ/mol